Computed, not measured: a molecular structure, H14LiO7, with ωB97M-V/def2-TZVPD.

XYZ file:
```
22
Properties=species:S:1:pos:R:3:forces:R:3:mulliken_charge:R:1
Li -0.204878 0.146140 0.031101 0.061 -6.035 1.912 0.42
O -0.942356 -1.058070 0.083961 -9.564 -10.470 -2.741 -0.50
H -1.617737 -1.529456 -0.403777 -0.693 -0.088 -0.438 0.27
H -0.782523 -1.599544 0.856945 -2.064 -0.468 -0.634 0.43
O 1.154251 -2.077176 -0.286364 2.882 -5.857 -5.853 -0.88
H 0.303525 -2.476839 -0.467374 0.608 -0.450 -0.672 0.28
H 0.981112 -1.453074 0.418441 2.921 -1.180 -4.962 0.40
O -0.737424 0.681681 1.127994 -5.825 9.022 11.253 -0.51
H -1.151586 1.509672 1.371139 -0.245 0.651 0.193 0.31
H -0.552004 0.251808 1.962891 -0.743 0.476 0.315 0.29
O 0.228873 2.453386 -1.004982 1.300 7.590 0.002 -0.85
H 0.305188 2.525702 -1.956389 0.062 0.418 -0.135 0.27
H -0.280347 1.655048 -0.865063 2.257 3.491 -0.575 0.48
O 0.964917 0.596382 -0.360188 18.244 1.661 -0.979 -0.54
H 1.415441 1.378197 -0.040767 0.314 0.623 -0.395 0.34
H 1.640935 0.102637 -0.824355 0.559 -0.459 -0.297 0.29
O 0.546900 -0.893275 1.161970 3.650 3.637 15.118 -0.76
H 1.130718 -0.319430 1.658059 0.945 0.343 0.491 0.42
H 0.678017 -1.759787 1.546935 0.275 -1.020 1.919 0.44
O -0.721227 0.657348 -1.096299 -13.410 -1.454 -12.155 -0.36
H -1.528147 1.172242 -1.097550 -1.771 -0.215 -0.632 0.41
H -0.831648 0.036405 -1.816331 0.239 -0.216 -0.733 0.33
```
Positions in Å, forces in eV/Å.

The value obtained for the total energy is -14739.500 eV. Its LUMO energy is -3.891 eV. The calculation puts the energy relative to the best compared isomer or geometry (same formula, charge and spin) at 2172.6 kJ/mol. The total charge is +1. The calculation puts the orbital gap at 9.7 eV.